# 1
C5H8F2O4 | wB97M-V/def2-TZVPD

LUMO energy, eV: 0.6
Energy above the lowest of the compared OMol25 structures with the same formula, charge and spin, kcal/mol: 34.9
HOMO level, eV: -8.946
Orbital gap, eV: 9.6

Structure (ORCA input):
```
! RIJCOSX wB97M-V def2-TZVPD def2/J DEFGRID3
* xyz 0 1
C -1.6646 0.8173 -0.7301
C -0.4374 -0.8062 0.4186
C -0.6455 1.7095 -0.0766
C 0.2453 0.3787 1.1511
C 0.5296 -1.5823 -0.5797
O -1.6210 -0.4227 -0.0828
O 0.3690 2.1843 -0.8261
O -0.1772 0.4035 2.4125
O 1.6418 -1.9187 0.1215
F -1.2338 2.8240 0.7122
F 1.5191 0.5749 0.9534
H -2.6166 1.2764 -0.4763
H -1.6131 0.6711 -1.9191
H -0.6899 -1.4749 1.1920
H 0.8183 -0.9462 -1.4048
H 0.0105 -2.3619 -1.1121
H 1.1451 2.3799 -0.3284
H 0.1935 1.1122 2.9320
H 1.5025 -2.8903 0.4873
*
```



# 2
C36H51F18N3O9P2S | wB97M-V/def2-TZVPD

LUMO energy, eV: -1.4
HOMO level, eV: -8.647
Orbital gap, eV: 7.3
SMILES string: CC(C)C[C@H](C)COc1cc([C@H](C)F)c(CCC(F)(F)C(F)(F)C(F)(F)C(F)(F)C(F)(F)C(F)(F)C(F)(F)C(F)(F)F)c2nc(CCCN)c(S)nc12.COP(=O)(OC)OC.COP(=O)(OC)OC

Structure (ORCA input):
```
! RIJCOSX wB97M-V def2-TZVPD def2/J DEFGRID3
* xyz 0 1
C 0.6558 -5.3424 -3.0334
C 0.2839 -6.3002 -1.8998
C -1.2604 -6.2968 -1.7595
C 0.8442 -5.8166 -0.5555
C 2.3712 -5.7682 -0.5051
C 2.9242 -7.1661 -0.7619
C 2.8649 -5.2794 0.8885
O 1.7862 -4.9754 1.7724
C 1.8767 -3.7802 2.4197
C 1.9685 -3.7853 3.7718
C 2.0142 -2.5887 4.5202
C 2.0612 -2.7828 6.0156
C 0.7029 -2.6228 6.7066
F 3.0255 -1.9971 6.6311
C 2.0084 -1.3838 3.8700
C 2.0601 -0.0553 4.5945
C 0.6624 0.3414 5.1700
C -0.0382 1.5279 4.5149
F 0.0760 2.5987 5.3534
F 0.4989 1.9213 3.3502
C -1.5917 1.3148 4.3721
F -2.0010 0.6497 5.4681
F -2.1851 2.5131 4.3879
C -1.9741 0.5626 3.0706
F -1.0482 -0.3739 2.8228
F -1.8972 1.4670 2.0778
C -3.4145 -0.0379 3.0186
F -4.1519 0.6684 3.8997
F -3.9619 0.1884 1.8207
C -3.5462 -1.5308 3.4256
F -2.7718 -1.7342 4.5084
F -4.8099 -1.7300 3.8104
C -3.1848 -2.6516 2.4013
F -3.6041 -3.7794 3.0143
F -1.8672 -2.7984 2.2500
C -3.8942 -2.6317 1.0113
F -5.1255 -2.1302 1.1013
F -4.0402 -3.9162 0.6476
C -3.0817 -1.9412 -0.1491
F -2.5413 -2.8487 -0.9361
F -2.1421 -1.1167 0.3086
F -3.9310 -1.2220 -0.8815
C 1.9321 -1.3770 2.4520
N 1.9372 -0.1728 1.8094
C 1.8652 -0.1720 0.5147
C 1.9107 1.1422 -0.1971
C 3.3203 1.4103 -0.7772
C 3.3351 1.8330 -2.2493
N 2.3689 2.8785 -2.6140
C 1.7421 -1.4028 -0.2019
S 1.6157 -1.3143 -1.9648
N 1.7255 -2.5718 0.3568
C 1.8440 -2.5576 1.7151
H 0.6394 -4.3154 -2.6768
H 1.6016 -5.5881 -3.5105
H -0.0979 -5.4206 -3.8141
H 0.6034 -7.3131 -2.1219
H -1.5460 -6.2581 -0.7113
H -1.7179 -7.1624 -2.2253
H -1.6457 -5.3838 -2.2027
H 0.4001 -4.8439 -0.3670
H 0.5291 -6.5430 0.1905
H 2.7878 -5.1039 -1.2609
H 4.0011 -7.2083 -0.6136
H 2.4398 -7.8979 -0.1179
H 2.7437 -7.4702 -1.7889
H 3.4759 -6.0689 1.3209
H 3.4726 -4.3913 0.7449
H 1.9770 -4.7278 4.2955
H 2.3559 -3.8154 6.1846
H 0.6083 -1.6578 7.1913
H -0.0638 -2.6562 5.9358
H 0.5027 -3.4527 7.3720
H 2.7251 -0.1555 5.4408
H 2.4762 0.7101 3.9554
H 0.0365 -0.5386 5.1491
H 0.7807 0.6005 6.2157
H 1.1690 1.1628 -0.9941
H 1.6233 1.9173 0.5028
H 3.9125 0.5018 -0.6848
H 3.8203 2.1806 -0.1953
H 4.3302 2.2345 -2.4446
H 3.2392 0.9775 -2.9072
H 1.5668 2.4373 -3.0435
H 2.0880 3.3759 -1.7799
H 2.0178 -2.5646 -2.2153
C 0.9550 6.5553 -6.1484
O 0.6721 5.5945 -5.1298
P 0.5024 4.0357 -5.6364
O 1.7816 3.8652 -6.3792
O -0.7959 4.3541 -6.5826
C -1.8785 5.1825 -6.1445
O 0.1026 2.4577 -5.3993
C -0.1124 1.6775 -6.5745
H 1.9403 6.9710 -5.9480
H 0.9384 6.1235 -7.1451
H 0.2072 7.3475 -6.0831
H -1.9816 6.0136 -6.8433
H -1.7215 5.5778 -5.1425
H -2.7955 4.5945 -6.1556
H 0.8171 1.5973 -7.1366
H -0.8967 2.0999 -7.1985
H -0.4286 0.6941 -6.2304
C -3.0646 7.5156 -2.5371
O -1.6950 7.4005 -2.1355
P -1.2549 5.9639 -1.4603
O -1.6908 5.0247 -2.5357
O -2.2924 6.1564 -0.2026
C -2.4429 7.3843 0.5142
O -0.2727 4.9743 -0.5944
C -0.8895 3.8271 -0.0012
H -3.0828 7.6420 -3.6177
H -3.6541 6.6461 -2.2603
H -3.4818 8.4039 -2.0627
H -3.4851 7.6966 0.4533
H -1.8179 8.1800 0.1150
H -2.1857 7.2132 1.5585
H -1.2521 3.1593 -0.7829
H -1.7007 4.1066 0.6658
H -0.1130 3.3383 0.5802
*
```



# 3
C23H45Si4 | wB97M-V/def2-TZVPD

LUMO energy, eV: -5.5
HOMO level, eV: -11.697
Orbital gap, eV: 6.2

Structure (ORCA input):
```
! RIJCOSX wB97M-V def2-TZVPD def2/J DEFGRID3
* xyz 1 1
C 2.9183 5.0163 -0.0435
Si 1.2611 4.5090 0.6704
C 0.9925 5.3130 2.3416
C -0.0897 5.0818 -0.4954
C 1.2320 2.6365 0.8911
Si -0.0852 1.6499 -0.0278
H 0.0750 0.2435 0.3351
C -1.8207 2.1636 0.5039
Si -2.9152 0.8022 1.1902
C -4.5437 1.5414 1.7520
C -3.2262 -0.4512 -0.1644
C -2.0266 0.0008 2.6323
C 0.1799 1.7848 -1.8882
Si 0.4761 0.2409 -2.9270
C -0.9063 0.1284 -4.1865
C 2.1298 0.4049 -3.7935
C 0.5205 -1.3056 -1.8675
H 3.0803 4.5059 -0.9896
H 2.9527 6.0885 -0.2193
H 3.7228 4.7478 0.6359
H 0.0507 4.9707 2.7627
H 1.7941 5.0425 3.0237
H 0.9589 6.3959 2.2530
H -1.0652 4.8044 -0.1073
H -0.0594 6.1622 -0.6122
H 0.0379 4.6248 -1.4724
H 2.2054 2.2586 0.5869
H 1.1244 2.4355 1.9543
H -1.7213 2.9125 1.2858
H -2.3318 2.6249 -0.3378
H -5.1993 0.7690 2.1446
H -4.3760 2.2814 2.5296
H -5.0422 2.0273 0.9175
H -3.9281 -1.2127 0.1650
H -3.6290 0.0450 -1.0435
H -2.2917 -0.9313 -0.4353
H -2.6290 -0.7920 3.0679
H -1.0832 -0.4205 2.2963
H -1.8190 0.7457 3.3961
H -0.6769 2.3075 -2.3074
H 1.0490 2.4227 -2.0310
H -0.8249 -0.7786 -4.7791
H -1.8666 0.1275 -3.6776
H -0.8715 0.9870 -4.8524
H 2.3442 -0.4813 -4.3851
H 2.1328 1.2724 -4.4481
H 2.9193 0.5263 -3.0563
H 0.7191 -2.1827 -2.4782
H 1.3038 -1.2193 -1.1192
H -0.4303 -1.4433 -1.3632
C -0.7284 -4.0456 2.0126
C -2.1801 -3.9310 1.4971
C -2.0741 -4.1739 0.0248
C -0.7755 -4.3150 -0.3418
C 0.1000 -4.2223 0.7690
C 1.5217 -4.2527 0.7207
C 2.1931 -4.5872 -0.4739
C 3.5633 -4.5432 -0.5484
C 4.3089 -4.1684 0.5584
C 3.6782 -3.8634 1.7530
C 2.3081 -3.9161 1.8439
H -0.4032 -3.1627 2.5733
H -0.6005 -4.9080 2.6769
H -2.8573 -4.6535 1.9727
H -2.5794 -2.9268 1.6824
H -2.9057 -4.2190 -0.6598
H -0.4460 -4.4379 -1.3577
H 1.6200 -4.8892 -1.3333
H 4.0649 -4.8123 -1.4649
H 5.3825 -4.1087 0.4873
H 4.2692 -3.5708 2.6080
H 1.8189 -3.6770 2.7727
*
```